(1)
{"formula": "C5H5NO", "method": "ωB97M-V/def2-TZVPD", "homo_lumo_gap_ev": 9.22, "relative_energy_kcal_mol": 21.9, "energy_ha": -323.4848, "species": ["C", "C", "N", "C", "O", "C", "C", "H", "H", "H", "H", "H"], "xyz": [[-1.052272, -0.965321, 1.328093], [-0.256420, -0.079912, 0.410253], [-0.166829, 1.191215, 0.550734], [0.562286, 1.691178, -0.587194], [0.774579, 2.848954, -0.806571], [0.965266, 0.479117, -1.419734], [0.569849, -0.601448, -0.757695], [-0.997387, -1.996595, 0.984727], [-0.549394, -0.826603, 2.308346], [-2.050823, -0.630236, 1.423334], [1.462589, 0.517022, -2.416873], [0.738555, -1.627371, -1.017420]], "forces_ev_per_angstrom": [[2.0, 0.3, 0.1], [0.4, 0.1, 0.0], [-0.5, -0.1, 0.0], [-0.1, -0.2, 0.0], [0.0, -0.5, 0.0], [0.6, -0.1, -1.2], [-0.5, 0.9, 0.0], [-0.1, 0.0, 0.2], [-0.5, -0.5, -0.3], [-1.0, 0.3, 0.0], [-0.3, 0.1, 1.2], [-0.1, -0.3, 0.0]]}

(2)
{"formula": "C5H5NO", "method": "ωB97M-V/def2-TZVPD", "homo_lumo_gap_ev": 8.78, "relative_energy_kcal_mol": 67.2, "energy_ha": -323.4126, "species": ["H", "N", "C", "C", "C", "C", "C", "O", "H", "H", "H", "H"], "xyz": [[-2.221200, -2.440875, -0.283966], [-2.313700, -1.440728, -0.130933], [-1.217123, -0.974487, 0.265662], [-1.095529, 0.472428, 0.128236], [0.037718, 1.248992, 0.049254], [1.537452, 0.889341, -0.076862], [2.238961, -0.211704, 0.012763], [3.114691, -0.982362, 0.058593], [-0.258326, -1.522570, 0.438699], [-2.142402, 0.871075, -0.279298], [0.093758, 2.359885, -0.199065], [2.225697, 1.731006, 0.016922]], "forces_ev_per_angstrom": [[-0.3, -0.3, 0.4], [-0.5, -1.2, -0.3], [2.0, 1.1, -0.9], [-0.6, 2.5, -1.0], [1.2, -0.1, -1.2], [-2.5, 0.5, 1.2], [1.9, -0.4, 0.1], [-1.3, 0.0, -0.1], [-0.8, -0.1, 0.2], [2.4, -0.3, 1.5], [-1.3, -1.6, 0.4], [-0.1, -0.1, -0.2]]}

(3)
{"formula": "C5H5NO", "method": "ωB97M-V/def2-TZVPD", "homo_lumo_gap_ev": [7.05, 7.74], "relative_energy_kcal_mol": 179.0, "energy_ha": -323.2345, "species": ["C", "C", "C", "C", "C", "N", "O", "H", "H", "H", "H", "H"], "xyz": [[-1.015524, 0.969510, 0.302268], [-0.591561, -0.102901, 0.815728], [-0.303682, 2.265054, -0.215325], [0.696926, -2.149122, 0.783484], [-0.018591, -1.212816, 1.447398], [0.282672, 2.297896, -1.249676], [0.498545, 1.301444, -2.294244], [-1.954560, 1.232902, -0.107653], [1.062804, -2.972801, 1.322014], [1.209545, -1.890675, -0.178288], [-0.454290, -1.491949, 2.432559], [0.587717, 1.753458, -3.058265]], "forces_ev_per_angstrom": [[0.0, 1.5, -0.5], [0.9, -0.8, 1.0], [0.3, -1.8, 1.7], [1.4, 1.5, -1.2], [-1.9, 0.0, -0.2], [1.3, 1.2, -3.1], [-1.0, -2.7, 5.4], [-1.5, -0.8, -0.1], [0.3, -1.2, 0.4], [-0.9, -0.4, 0.8], [0.6, 0.5, -0.5], [0.5, 2.9, -3.7]]}

(4)
{"formula": "C5H5NO", "method": "ωB97M-V/def2-TZVPD", "homo_lumo_gap_ev": 11.51, "relative_energy_kcal_mol": 58.1, "energy_ha": -323.4271, "species": ["C", "C", "C", "C", "N", "C", "O", "H", "H", "H", "H", "H"], "xyz": [[-0.918695, -1.863787, -0.984598], [-0.711561, -0.809655, -0.448641], [-0.481873, 0.455697, 0.242801], [-0.894896, 0.371966, 1.649530], [-1.183347, 0.326553, 2.767332], [1.017070, 0.775483, 0.083914], [1.347457, 0.643209, -1.269829], [-1.262189, -2.799555, -1.358453], [-1.072862, 1.241912, -0.242502], [1.608008, 0.129488, 0.749544], [1.214748, 1.817256, 0.358031], [1.338140, -0.288567, -1.547128]], "forces_ev_per_angstrom": [[-0.2, 0.3, 0.4], [-0.6, -0.7, -0.1], [0.0, 0.0, -0.1], [-0.2, 0.0, 1.0], [0.3, 0.1, -1.0], [0.2, 0.2, 0.1], [0.5, 0.0, -0.3], [0.2, 0.0, -0.2], [0.1, -0.1, 0.0], [-0.1, 0.0, -0.2], [-0.1, -0.2, 0.0], [-0.1, 0.4, 0.3]]}

(5)
{"formula": "C5H5NO", "method": "ωB97M-V/def2-TZVPD", "homo_lumo_gap_ev": 11.04, "relative_energy_kcal_mol": 30.6, "energy_ha": -323.4710, "species": ["N", "C", "C", "C", "C", "C", "O", "H", "H", "H", "H", "H"], "xyz": [[0.899624, -1.760785, -2.060246], [0.660423, -0.763488, -1.523650], [0.372474, 0.478706, -0.839726], [0.894781, 0.682221, 0.549815], [-0.581934, 0.487958, 0.344941], [-1.188916, -0.791988, 0.806115], [-2.293959, -0.864394, 1.283787], [0.321032, 1.341570, -1.496747], [1.447713, -0.141593, 0.993552], [1.248462, 1.671510, 0.818699], [-1.235354, 1.350684, 0.429416], [-0.544341, -1.690397, 0.694048]], "forces_ev_per_angstrom": [[-0.2, 1.0, 0.5], [0.2, -0.9, -0.4], [0.0, 0.0, -0.2], [0.2, 0.0, 0.1], [-0.2, 0.1, 0.1], [-0.3, 0.0, 0.1], [0.5, 0.0, -0.2], [0.0, -0.1, 0.1], [-0.1, 0.1, -0.1], [-0.1, -0.1, -0.1], [0.1, -0.1, 0.0], [-0.1, 0.1, 0.0]]}

(6)
{"formula": "C5H5NO", "method": "ωB97M-V/def2-TZVPD", "homo_lumo_gap_ev": 10.93, "relative_energy_kcal_mol": 105.6, "energy_ha": -323.3514, "species": ["N", "C", "C", "O", "C", "C", "C", "H", "H", "H", "H", "H"], "xyz": [[2.386111, 0.291303, 0.351652], [1.968618, 1.278408, -0.177510], [0.997232, -0.487460, 0.301329], [0.182593, -0.185386, 1.416302], [-0.988629, -0.310753, 0.598662], [-1.067487, 0.774742, -0.408506], [-0.186226, -0.420233, -0.675628], [1.424187, -1.479810, 0.330643], [-1.808831, -0.906094, 0.987069], [-1.986722, 0.798198, -0.992883], [-0.607479, 1.738109, -0.212420], [-0.313371, -1.091024, -1.518710]], "forces_ev_per_angstrom": [[-1.3, 0.7, -0.5], [0.9, 0.3, 0.0], [0.0, -0.6, 0.1], [0.1, 0.0, 0.1], [-0.3, -0.1, 0.1], [0.1, 0.1, 0.0], [0.3, -0.1, -0.1], [-0.3, -0.4, 0.1], [0.2, 0.1, -0.1], [0.3, -0.1, 0.1], [-0.1, -0.1, 0.1], [0.1, 0.2, 0.2]]}

(7)
{"formula": "C5H5NO", "method": "ωB97M-V/def2-TZVPD", "homo_lumo_gap_ev": 10.97, "relative_energy_kcal_mol": 39.4, "energy_ha": -323.4568, "species": ["N", "C", "C", "C", "C", "C", "O", "H", "H", "H", "H", "H"], "xyz": [[2.042186, -1.669693, -1.436939], [1.482896, -1.116393, -0.586611], [0.551085, -0.727353, 0.448592], [-0.847805, -0.756591, -0.112885], [-0.351143, 0.494638, 0.544998], [-0.189472, 1.798156, -0.158917], [-0.697678, 2.804642, 0.270188], [0.796773, -1.147884, 1.419572], [-0.850754, -0.752444, -1.201132], [-1.616476, -1.364783, 0.345068], [-0.739996, 0.630715, 1.551311], [0.420384, 1.806991, -1.083245]], "forces_ev_per_angstrom": [[-0.2, 0.8, 0.8], [0.5, -0.4, -0.7], [0.0, -0.2, 0.0], [-0.2, -0.1, -0.1], [0.0, 0.1, 0.1], [-0.1, 0.1, 0.1], [0.2, -0.3, -0.2], [-0.2, -0.2, -0.2], [-0.1, -0.1, 0.2], [0.0, 0.2, 0.1], [0.2, 0.1, -0.1], [-0.1, 0.0, 0.0]]}

(8)
{"formula": "C5H5NO", "method": "ωB97M-V/def2-TZVPD", "homo_lumo_gap_ev": 8.57, "relative_energy_kcal_mol": 83.7, "energy_ha": -323.3864, "species": ["C", "N", "C", "C", "C", "C", "O", "H", "H", "H", "H", "H"], "xyz": [[2.705670, -0.491198, 0.122097], [1.662182, 0.181037, -0.036550], [0.306029, -0.080511, -0.112932], [-0.541175, 0.992791, -0.053812], [-1.903963, 0.669016, 0.046491], [-2.057933, -0.695831, 0.063379], [-0.883834, -1.354114, -0.102388], [3.477962, 0.215205, 0.065320], [3.034241, -1.562115, -0.005625], [-0.113045, 1.992755, 0.085251], [-2.724901, 1.366146, 0.017381], [-2.961233, -1.233178, -0.088614]], "forces_ev_per_angstrom": [[1.2, -1.0, -1.3], [-3.0, -1.9, 0.2], [-2.4, 0.7, 0.0], [0.7, -0.3, 0.7], [-0.9, -0.7, 0.0], [2.9, 1.3, -1.4], [1.7, 1.7, 0.6], [2.0, 0.4, 0.4], [-1.3, 0.8, 0.6], [-0.3, -0.5, -0.4], [0.0, 0.0, 0.2], [-0.5, -0.7, 0.3]]}

(9)
{"formula": "C5H5NO", "method": "ωB97M-V/def2-TZVPD", "homo_lumo_gap_ev": [8.39, 8.39], "relative_energy_kcal_mol": 96.5, "energy_ha": -323.3659, "species": ["O", "C", "C", "N", "C", "C", "C", "H", "H", "H", "H", "H"], "xyz": [[-0.010615, 2.359492, 0.598400], [-0.030818, 1.226582, 0.266804], [0.370673, 0.598467, -1.004826], [1.138661, -0.424775, 0.602732], [-0.201750, -0.085559, 1.011215], [-0.885907, -0.977461, 0.013093], [-0.478753, -0.545015, -1.220452], [0.924168, 1.112717, -1.788112], [1.811544, -0.314020, 1.404026], [-0.500436, -0.094891, 2.059922], [-1.457627, -1.858888, 0.241046], [-0.679139, -0.996648, -2.183848]], "forces_ev_per_angstrom": [[0.1, 1.9, 0.6], [-0.5, -0.9, 0.2], [0.4, -0.7, 0.0], [2.1, -1.1, 0.5], [-1.5, 0.2, -0.5], [-0.1, 0.4, -0.6], [-0.5, 0.0, 0.4], [0.0, -0.1, 0.2], [-0.3, 0.7, -0.9], [0.2, -0.1, -0.2], [0.0, -0.2, 0.0], [0.1, 0.0, 0.2]]}

(10)
{"formula": "C5H5NO2", "method": "ωB97M-V/def2-TZVPD", "homo_lumo_gap_ev": 9.93, "relative_energy_kcal_mol": 127.3, "energy_ha": -398.5755, "species": ["C", "C", "C", "O", "C", "N", "C", "O", "H", "H", "H", "H", "H"], "xyz": [[-2.216637, 1.046923, 0.628001], [-1.092520, 0.407562, 0.995462], [0.009991, -0.284879, 0.273340], [0.315993, -1.274698, 1.176315], [1.268574, 0.439912, 0.197290], [2.222156, 1.106957, 0.424989], [-0.175415, -0.805838, -1.316580], [0.059139, -0.182020, -2.400709], [-2.620195, 1.932904, 1.346909], [-2.430344, 0.798365, -0.632246], [-0.703918, 0.258697, 2.223805], [0.885988, -1.938478, 0.711782], [-0.451632, -1.968530, -1.495097]], "forces_ev_per_angstrom": [[1.1, 0.4, -2.3], [0.0, 1.1, 3.9], [-0.3, -0.6, -2.7], [0.8, -3.6, -0.6], [3.6, 4.5, 1.2], [-3.1, -2.6, -1.2], [0.1, -0.2, -4.0], [-1.0, -2.0, 5.6], [0.2, -2.8, -2.1], [0.1, 1.6, 3.9], [-1.4, 1.2, -3.6], [-0.5, 0.6, 0.9], [0.4, 2.2, 1.0]]}